The following is a DFT calculation (ωB97M-V/def2-TZVPD) of a molecular structure, C40H36LuN4O5PS3.

The molar mass is 954.89 g/mol. The charge is -2. Its energy relative to the best compared isomer or geometry (same formula, charge and spin) is 0.0 kJ/mol. The calculation puts the lowest unoccupied orbital energy at 3.770 eV.

Each line ends with the Mulliken charge.
Cartesian coordinates (Å):
Lu  -1.220  -0.828  0.810  1.505
S  -0.391  -1.641  -1.811  -0.480
S  -1.399  1.419  -0.963  -0.468
S  5.971  -0.513  -3.387  1.414
P  -0.692  0.257  -2.435  0.597
O  6.079  0.932  -3.524  -0.710
O  5.392  -1.190  -4.555  -0.722
O  7.151  -1.157  -2.859  -0.711
O  -2.005  -2.908  0.908  -0.663
O  -3.476  -4.459  0.265  -0.798
N  -0.103  1.153  1.953  0.261
N  1.539  -1.129  0.685  0.278
N  5.411  -2.046  6.713  -0.643
N  -3.328  -0.923  -0.351  -0.329
C  3.104  -2.080  -0.938  -0.665
C  4.216  0.390  -1.425  -0.604
C  -0.330  -1.837  3.040  -1.736
C  -0.698  4.731  1.320  -0.709
C  -0.067  3.506  1.455  -0.678
C  -2.046  2.529  2.455  0.789
C  -1.793  0.079  -3.880  0.483
C  2.607  -0.957  -0.264  0.385
C  0.902  -1.827  3.757  0.024
C  -2.637  3.782  2.368  -0.726
C  -2.248  -1.067  -5.963  -0.739
C  -3.636  0.763  -5.280  -0.582
C  2.765  0.760  -4.536  -0.792
C  0.724  2.390  -3.527  -0.481
C  -3.342  1.601  4.327  -0.675
C  2.698  2.080  -4.887  -0.596
C  -4.272  -0.597  4.266  -1.071
C  4.691  -0.705  -2.133  -0.273
C  1.766  0.218  -3.725  -0.623
C  -1.496  -0.907  -4.811  -0.655
C  4.121  -1.949  -1.848  -0.773
C  -3.076  -3.311  0.363  0.522
C  -4.027  -2.202  -0.176  -0.624
C  -0.737  2.411  1.970  -0.081
C  1.163  -0.843  4.749  -0.121
C  -2.813  0.149  2.413  -0.032
C  3.269  -1.874  5.271  0.593
C  -2.749  1.381  3.080  0.403
C  0.738  1.024  -3.235  1.021
C  4.461  -1.947  6.060  0.067
C  2.344  -0.859  5.493  -1.132
C  -2.864  0.918  -4.127  -0.267
C  1.696  2.915  -4.371  -0.671
C  3.037  -2.842  4.310  -0.959
C  -2.001  4.861  1.770  -0.870
C  1.895  -2.804  3.548  -0.083
C  -3.311  -0.218  -6.188  -0.325
C  -3.599  -0.824  3.063  0.081
C  -4.126  0.625  4.904  -0.667
C  3.164  0.267  -0.506  -0.039
H  -3.137  -0.772  -1.333  0.160
H  -4.478  -2.533  -1.118  0.403
H  -1.132  -1.373  3.600  0.778
H  3.762  -3.638  4.172  0.395
H  4.634  1.374  -1.619  0.470
H  2.547  -0.126  6.249  0.463
H  3.576  0.124  -4.871  0.599
H  1.739  -3.575  2.813  0.419
H  -3.182  2.544  4.849  0.459
H  -3.887  -0.316  -7.106  0.337
H  1.376  -2.105  0.847  0.228
H  -1.976  -1.833  -6.675  0.400
H  1.701  3.959  -4.599  0.423
H  2.640  -3.054  -0.771  0.304
H  0.393  -0.102  4.991  0.431
H  1.844  -0.842  1.609  0.066
H  0.949  3.368  1.121  0.401
H  -2.499  5.817  1.688  0.383
H  1.802  -0.831  -3.415  0.514
H  -0.057  3.020  -3.086  0.370
H  -3.668  -1.808  2.593  0.338
H  4.462  -2.831  -2.395  0.326
H  -3.892  -0.156  -0.045  0.280
H  -4.484  1.414  -5.476  0.386
H  -4.887  -1.379  4.704  0.394
H  -4.817  -2.147  0.581  0.314
H  -0.166  5.562  0.889  0.429
H  2.766  1.152  -0.026  0.195
H  0.843  1.226  1.620  0.097
H  -3.660  3.885  2.752  0.434
H  3.496  2.486  -5.501  0.376
H  -0.586  -2.840  2.674  0.750
H  -0.100  0.706  2.839  -0.044
H  -4.570  0.796  5.870  0.363
H  -3.100  1.706  -3.422  0.382
H  -0.671  -1.574  -4.609  0.331

The following is a DFT calculation (ωB97M-V/def2-TZVPD) of a molecular structure, C40H37BN8O4PmS.

The molar mass is 881.67 g/mol. The multiplicity is 5. The charge is -1. The calculation puts the lowest unoccupied orbital energy (alpha / beta) at 2.195 / 2.196 eV. As for the expectation value of S²: 6.0056.

Each line ends with the Mulliken charge.
Cartesian coordinates (Å):
Pm  -0.232  -0.904  -0.257  0.974
S  -0.158  -6.326  -0.238  -0.399
O  2.130  -0.793  -3.742  -0.708
O  -0.483  0.035  -4.320  -0.710
O  1.486  -1.005  -1.611  -0.301
O  -1.030  -0.555  -2.236  -0.493
N  -0.194  -3.767  -0.714  0.363
N  1.069  3.086  -0.824  -0.585
N  1.525  0.035  1.519  0.130
N  -1.356  1.859  1.439  1.575
N  0.712  3.322  0.472  1.053
N  1.079  1.199  2.047  1.252
N  0.972  -4.372  1.230  -0.028
N  -1.979  0.916  0.689  -0.160
C  -0.905  -4.373  -1.742  -0.544
C  4.857  -3.842  1.442  -0.393
C  -3.253  0.872  1.055  -0.298
C  -5.993  -1.914  -0.647  -0.447
C  -1.943  3.376  3.387  -1.034
C  2.607  4.266  -5.464  -0.366
C  2.427  3.059  -4.801  -0.495
C  3.201  -1.675  2.061  0.662
C  -1.665  -6.521  -2.617  -0.493
C  2.444  5.461  -4.777  -0.598
C  3.511  -1.977  0.732  0.016
C  -3.469  1.802  2.083  -1.207
C  -2.252  -5.849  -3.677  -0.419
C  1.630  1.391  3.261  0.724
C  -5.378  -0.413  1.129  -0.705
C  1.509  4.209  -1.351  0.015
C  4.552  -3.549  2.764  -0.747
C  -1.517  -3.713  -2.806  -0.213
C  4.328  -3.055  0.431  -0.647
C  -4.818  -1.595  -1.311  -0.653
C  2.398  -0.487  2.379  -0.396
C  -0.997  -5.772  -1.663  0.574
C  -2.246  2.401  2.301  0.626
C  -0.188  -0.361  -3.217  0.668
C  -3.930  -0.679  -0.769  -0.419
C  1.918  4.248  -2.761  0.546
C  0.243  -4.645  0.134  0.352
C  0.723  5.403  2.022  -1.485
C  2.099  5.454  -3.434  -0.494
C  0.942  4.644  0.751  0.738
C  1.333  2.531  4.175  -1.349
C  3.733  -2.475  3.073  -0.650
C  1.443  5.233  -0.387  -0.927
C  -4.200  -0.080  0.463  0.807
C  -6.268  -1.320  0.576  -0.660
C  2.470  0.327  3.519  -1.281
C  1.292  -0.745  -2.868  0.510
C  2.088  3.051  -3.460  -0.524
C  -2.176  -4.461  -3.766  -1.077
C  -1.088  -2.102  1.871  -1.372
B  0.158  1.984  1.051  -1.392
H  1.342  5.048  2.845  0.319
H  1.941  2.114  -2.942  0.406
H  1.743  6.264  -0.489  0.397
H  0.555  2.249  4.887  0.236
H  0.993  6.441  1.838  0.393
H  -4.391  2.030  2.591  0.451
H  0.976  -3.398  1.493  -0.218
H  3.086  0.192  4.393  0.487
H  2.872  4.278  -6.514  0.365
H  -4.592  -2.053  -2.267  0.426
H  -2.782  -6.408  -4.437  0.371
H  -1.921  -1.517  2.295  0.337
H  2.532  2.115  -5.321  0.461
H  2.226  2.785  4.745  0.457
H  -0.344  -2.146  2.688  0.246
H  -3.056  -0.381  -1.332  0.874
H  -6.695  -2.614  -1.082  0.391
H  0.999  -5.041  1.977  0.232
H  2.571  6.405  -5.294  0.367
H  -2.871  3.651  3.883  0.439
H  3.496  -2.260  4.108  0.384
H  4.555  -3.265  -0.607  0.442
H  -0.317  5.397  2.335  0.235
H  0.213  1.294  0.072  -0.229
H  3.147  -1.345  -0.065  0.428
H  -1.280  2.933  4.130  0.056
H  -5.602  0.033  2.090  0.330
H  5.508  -4.675  1.204  0.399
H  0.998  3.403  3.622  -0.103
H  4.956  -4.162  3.561  0.382
H  -2.634  -3.955  -4.606  0.441
H  -1.463  -2.635  -2.868  0.664
H  -7.179  -1.568  1.107  0.375
H  1.953  6.392  -2.910  0.280
H  -1.727  -7.599  -2.538  0.369
H  -1.491  -3.124  1.798  0.292
H  -1.481  4.282  3.012  -0.096

The following is a DFT calculation (ωB97M-V/def2-TZVPD) of a molecular structure, C40H37BrCl5N3O3Ti.

The molar mass is 912.79 g/mol. The multiplicity is 2. The charge is -1. Its energy relative to the best compared isomer or geometry (same formula, charge and spin) is 134.5 kJ/mol. The calculation puts the lowest unoccupied orbital energy (alpha / beta) at 2.373 / 2.372 eV. As for the expectation value of S²: 0.7559.

Each line ends with the Mulliken charge.
Cartesian coordinates (Å):
Br  -1.651  -2.105  -0.105  -0.597
Ti  -0.168  0.073  -0.224  -1.241
Cl  2.215  1.046  1.749  -0.128
Cl  0.501  5.750  -1.891  -0.224
Cl  4.081  3.449  1.387  -0.213
Cl  -1.305  3.316  -1.623  -0.365
Cl  3.276  5.798  -0.484  -0.230
O  4.460  1.828  -2.163  -0.454
O  -2.460  0.912  -0.365  0.727
O  0.629  0.702  -1.844  -0.221
N  2.476  -0.515  -1.112  -0.647
N  1.429  -1.056  -0.310  2.117
N  -1.540  -0.618  -2.929  0.447
C  2.564  3.415  0.583  -0.002
C  3.969  1.181  -3.256  0.779
C  0.983  4.422  -0.893  -0.244
C  4.184  0.346  -5.503  -0.574
C  -0.902  -1.764  -3.109  -0.109
C  0.866  -4.042  1.807  -1.029
C  -4.418  0.958  -1.887  -0.857
C  2.895  -0.149  -5.451  -0.916
C  -0.451  -0.082  1.777  -0.526
C  -1.761  4.106  2.129  -0.476
C  1.674  -2.363  -0.022  -0.166
C  -1.304  0.411  2.924  3.110
C  1.700  2.331  0.721  0.996
C  -2.830  -0.551  -3.227  0.441
C  -0.443  0.584  4.201  -1.910
C  -1.512  -2.904  -3.604  -1.162
C  -2.321  -0.715  3.221  -2.137
C  1.187  -3.126  0.930  -0.913
C  1.972  0.682  -1.846  1.543
C  -3.364  1.916  2.621  -0.330
C  2.686  -3.431  3.388  -0.358
C  -1.197  2.876  2.416  -0.021
C  -3.798  0.492  -0.562  -0.914
C  0.452  2.213  0.088  -1.426
C  3.469  -3.716  4.487  -0.650
C  3.224  -4.853  5.244  -0.392
C  2.181  -5.696  4.897  -0.508
C  1.391  -5.412  3.797  -0.467
C  -3.932  3.150  2.347  -0.615
C  2.674  0.652  -3.191  -0.838
C  -3.137  4.250  2.075  -0.650
C  -1.982  1.744  2.637  -0.207
C  4.714  1.023  -4.416  -0.725
C  -2.865  -2.847  -3.889  -0.538
C  -3.538  -1.656  -3.695  -0.639
C  0.164  3.312  -0.721  1.590
C  2.212  4.469  -0.248  0.383
C  1.642  -4.282  3.018  1.052
C  2.150  0.004  -4.294  -0.201
C  -3.476  0.801  -3.091  -0.939
H  -1.121  4.959  1.950  0.393
H  0.134  -0.935  2.168  0.307
H  -4.022  1.085  2.833  0.383
H  -3.380  -3.723  -4.251  0.397
H  -3.583  5.204  1.831  0.408
H  0.147  -1.775  -2.834  0.240
H  -5.335  0.382  -2.043  0.470
H  2.862  -2.547  2.792  0.324
H  -1.786  -1.648  3.395  0.299
H  -4.688  2.017  -1.810  0.371
H  -2.977  -0.876  2.368  0.364
H  0.570  -6.064  3.526  0.359
H  -2.673  1.533  -3.001  -0.031
H  1.146  -0.381  -4.223  0.442
H  -2.433  1.877  -0.483  -0.659
H  -0.003  -0.370  4.491  0.441
H  2.471  -0.660  -6.302  0.413
H  2.410  -2.855  -0.678  0.178
H  2.773  -1.230  -1.796  0.468
H  -0.122  2.805  2.482  0.164
H  5.716  1.429  -4.460  0.271
H  -4.426  0.861  0.267  0.265
H  5.343  2.174  -2.346  0.283
H  1.982  -6.578  5.493  0.352
H  3.842  -5.077  6.103  0.356
H  -3.775  -0.600  -0.531  0.443
H  2.398  1.564  -1.312  -0.367
H  0.369  1.288  4.031  0.324
H  -4.593  -1.580  -3.910  0.449
H  -2.915  -0.489  4.108  0.534
H  0.010  -4.694  1.649  0.261
H  -1.055  0.954  5.024  0.498
H  4.782  0.211  -6.392  0.378
H  -5.009  3.253  2.351  0.392
H  4.278  -3.054  4.765  0.379
H  -0.946  -3.808  -3.748  0.454
H  -4.054  1.016  -3.995  0.569

The following is a DFT calculation (ωB97M-V/def2-TZVPD) of a molecular structure, C40H39AsNO7P2STeTi.

The molar mass is 990.16 g/mol. The charge is +1. Its energy relative to the best compared isomer or geometry (same formula, charge and spin) is 146.9 kJ/mol. The calculation puts the lowest unoccupied orbital energy (alpha / beta) at -3.609 / -3.611 eV.

Each line ends with the Mulliken charge.
Cartesian coordinates (Å):
Te  -0.531  3.764  -1.713  0.159
As  2.969  0.664  -1.920  1.334
Ti  0.829  0.917  -0.376  1.011
S  0.425  -1.718  -0.640  0.578
P  1.152  3.020  0.940  0.240
P  -1.343  1.709  0.682  0.654
O  0.294  -0.622  -1.709  -0.509
O  2.012  -2.133  -0.860  -0.256
O  4.368  1.470  -2.498  -0.647
O  0.581  -0.846  0.607  -0.600
O  2.819  0.560  -0.224  -0.405
O  1.593  1.676  -2.061  -0.532
O  -2.297  -1.452  -0.507  0.650
N  -3.224  7.792  -1.143  -0.615
C  1.154  3.789  3.623  -0.415
C  -3.032  -1.929  0.623  -0.177
C  -2.942  5.427  -0.834  0.047
C  3.693  -2.310  -4.672  -0.695
C  2.560  -2.162  -2.139  0.246
C  3.261  -3.454  -4.023  -0.505
C  2.692  -3.386  -2.757  -0.412
C  -5.391  1.915  0.115  -0.865
C  3.014  -0.998  -2.774  0.348
C  2.251  1.382  4.484  -0.841
C  -2.298  -3.012  1.385  -1.408
C  -0.560  3.339  0.450  -0.983
C  -1.280  6.677  -2.007  -0.475
C  2.136  4.451  0.488  0.533
C  -1.630  1.526  2.457  0.305
C  1.424  3.594  4.964  -0.726
C  1.424  2.773  2.702  0.686
C  -1.728  5.462  -1.511  0.233
C  -2.105  2.608  3.202  -0.159
C  -3.154  1.353  -1.418  -0.317
C  -2.813  -1.888  -1.763  -0.524
C  1.974  1.574  3.135  -0.132
C  3.459  4.255  0.096  -0.645
C  -3.642  6.614  -0.679  -0.500
C  2.367  6.807  0.078  -0.817
C  -4.410  1.343  -1.999  -0.914
C  -2.682  -3.377  -2.009  -1.370
C  -1.627  0.170  4.447  -0.948
C  1.973  2.388  5.394  -0.534
C  -2.996  1.671  -0.070  1.347
C  4.232  5.334  -0.306  -0.882
C  -5.533  1.628  -1.234  -0.765
C  1.590  5.731  0.480  -0.309
C  -2.067  7.806  -1.798  -0.387
C  3.578  -1.078  -4.045  -0.865
C  -4.131  1.931  0.698  -0.378
C  -2.355  2.462  4.555  -0.781
C  3.682  6.609  -0.322  -0.553
C  -1.384  0.313  3.087  -0.210
C  -2.116  1.242  5.178  -0.789
H  -2.269  3.567  2.723  0.508
H  5.264  5.185  -0.597  0.460
H  2.687  0.450  4.817  0.467
H  -0.341  6.770  -2.537  0.394
H  4.350  2.414  -2.275  0.360
H  -4.015  -2.274  0.291  0.519
H  4.279  7.451  -0.646  0.414
H  -4.051  2.149  1.754  0.368
H  -1.427  -0.775  4.934  0.493
H  -1.642  -3.705  -1.980  0.226
H  -3.200  -1.065  1.274  0.151
H  -4.593  6.619  -0.157  0.390
H  3.365  -4.416  -4.508  0.414
H  2.361  -4.276  -2.240  0.522
H  -4.513  1.107  -3.051  0.489
H  -1.738  8.772  -2.166  0.374
H  1.943  7.802  0.071  0.452
H  -6.517  1.614  -1.686  0.433
H  2.210  0.787  2.427  0.410
H  -3.080  -3.617  -2.996  0.421
H  4.135  -2.374  -5.657  0.424
H  -3.244  -3.963  -1.281  0.331
H  -2.200  -3.932  0.809  0.367
H  -2.731  3.300  5.128  0.464
H  -1.299  -2.684  1.675  0.123
H  -3.345  4.506  -0.431  0.354
H  3.930  -0.183  -4.540  0.463
H  -0.992  -0.524  2.523  0.585
H  -6.261  2.128  0.722  0.460
H  0.555  5.887  0.764  0.512
H  -2.305  1.133  6.238  0.432
H  3.887  3.258  0.136  0.805
H  -3.863  -1.581  -1.836  0.452
H  0.738  4.733  3.289  0.416
H  1.214  4.380  5.677  0.442
H  -2.292  1.104  -2.022  0.413
H  -2.839  -3.246  2.304  0.447
H  -2.251  -1.325  -2.509  0.292
H  2.187  2.243  6.445  0.423